(1)
{
  "formula": "C31H62NO45S11",
  "method": "ωB97M-V/def2-TZVPD",
  "gap_ev": 6.89,
  "multiplicity": 1,
  "energy_ev": -245957.0257,
  "total_charge": -1,
  "species": ["C", "C", "C", "C", "C", "C", "N", "O", "C", "C", "C", "H", "H", "H", "H", "H", "H", "H", "H", "H", "H", "H", "H", "H", "H", "H", "H", "H", "H", "C", "C", "O", "S", "O", "O", "O", "H", "H", "H", "H", "C", "C", "O", "S", "O", "O", "O", "H", "H", "H", "H", "C", "C", "O", "S", "O", "O", "O", "H", "H", "H", "H", "C", "C", "O", "S", "O", "O", "O", "H", "H", "H", "H", "C", "C", "O", "S", "O", "O", "O", "H", "H", "H", "H", "C", "C", "O", "S", "O", "O", "O", "H", "H", "H", "H", "C", "C", "O", "S", "O", "O", "O", "H", "H", "H", "H", "C", "C", "O", "S", "O", "O", "O", "H", "H", "H", "H", "C", "C", "O", "S", "O", "O", "O", "H", "H", "H", "H", "C", "C", "O", "S", "O", "O", "O", "H", "H", "H", "H", "C", "C", "O", "S", "O", "O", "O", "H", "H", "H", "H"],
  "coordinates": [[-1.722, -0.506, 1.278], [-0.811, -0.579, 0.063], [-1.649, -1.071, -1.145], [-0.955, -0.887, -2.449], [-0.528, 0.523, -2.589], [0.380, 1.019, -1.456], [-0.402, 0.784, -0.222], [0.332, 1.274, 0.975], [0.515, 2.520, -1.554], [1.801, 0.422, -1.542], [0.228, -1.638, 0.394], [-2.544, 0.148, 0.998], [-1.209, -0.105, 2.169], [-2.152, -1.448, 1.563], [-2.559, -0.565, -1.156], [-1.828, -2.115, -1.015], [-1.548, -1.293, -3.297], [-0.036, -1.486, -2.329], [-1.400, 1.128, -2.662], [0.065, 0.628, -3.478], [-0.515, 2.988, -1.359], [0.754, 2.871, -2.578], [1.217, 2.811, -0.737], [2.555, 1.037, -2.101], [1.886, -0.536, -2.076], [2.196, 0.256, -0.530], [0.627, -2.050, -0.551], [-0.251, -2.458, 0.977], [1.061, -1.204, 0.974], [1.211, 5.731, 2.019], [1.058, 4.950, 0.769], [-0.219, 5.369, 0.249], [-0.788, 6.691, 0.738], [-2.034, 6.371, 1.398], [-0.790, 7.640, -0.321], [0.330, 6.952, 1.866], [2.298, 5.950, 2.257], [0.772, 5.176, 2.834], [1.065, 3.851, 0.865], [1.794, 5.090, 0.045], [0.793, -3.497, -4.615], [0.149, -3.136, -5.987], [0.465, -4.228, -6.911], [1.792, -4.983, -6.273], [2.863, -4.849, -7.203], [1.430, -6.287, -5.740], [2.033, -4.028, -4.985], [0.123, -4.182, -4.080], [0.987, -2.635, -3.960], [0.515, -2.220, -6.449], [-0.933, -2.992, -5.819], [6.258, 3.810, -1.803], [4.872, 3.689, -2.425], [3.983, 4.210, -1.463], [4.607, 5.510, -0.809], [4.172, 5.522, 0.539], [4.340, 6.637, -1.684], [6.144, 5.050, -1.002], [7.047, 4.068, -2.511], [6.502, 2.964, -1.136], [4.622, 2.650, -2.666], [4.762, 4.336, -3.297], [3.605, 2.094, 1.001], [3.549, 1.102, 2.100], [4.473, 0.071, 1.832], [5.332, 0.400, 0.616], [5.364, -0.749, -0.241], [6.628, 0.989, 0.951], [4.426, 1.517, 0.001], [3.837, 3.104, 1.315], [2.597, 2.112, 0.555], [2.594, 0.566, 2.067], [3.778, 1.617, 3.048], [-4.899, -0.755, -7.104], [-4.129, -2.079, -7.319], [-2.901, -1.759, -8.019], [-2.529, -0.190, -7.858], [-2.528, 0.474, -9.117], [-1.458, 0.001, -6.936], [-3.907, 0.318, -7.101], [-5.430, -0.726, -6.164], [-5.575, -0.529, -7.931], [-4.711, -2.788, -7.961], [-3.807, -2.551, -6.395], [-1.251, -6.133, 2.697], [-0.792, -5.896, 1.334], [-1.958, -5.490, 0.567], [-3.037, -4.914, 1.596], [-4.236, -5.690, 1.487], [-3.225, -3.497, 1.423], [-2.331, -5.172, 2.990], [-0.446, -6.009, 3.459], [-1.659, -7.118, 2.811], [-0.289, -6.699, 0.803], [0.012, -5.083, 1.374], [-1.497, -2.060, 4.531], [-0.437, -2.772, 3.748], [-0.036, -3.881, 4.591], [-0.060, -3.436, 6.113], [1.078, -2.655, 6.534], [-0.534, -4.554, 6.876], [-1.253, -2.378, 5.919], [-2.553, -2.364, 4.372], [-1.547, -0.961, 4.369], [0.391, -2.023, 3.593], [-0.797, -3.137, 2.806], [-3.084, 3.109, -0.178], [-2.254, 2.954, 1.081], [-3.220, 2.389, 2.035], [-4.720, 2.450, 1.630], [-5.396, 3.447, 2.425], [-5.257, 1.145, 1.553], [-4.452, 3.062, 0.189], [-2.924, 2.397, -0.939], [-2.816, 4.067, -0.597], [-1.873, 3.898, 1.426], [-1.437, 2.217, 1.089], [-5.541, -0.298, -2.012], [-5.499, -1.548, -1.178], [-5.316, -2.701, -2.116], [-5.069, -2.145, -3.549], [-6.187, -2.562, -4.349], [-3.805, -2.536, -4.031], [-4.880, -0.596, -3.238], [-5.091, 0.498, -1.429], [-6.578, -0.070, -2.253], [-6.463, -1.698, -0.655], [-4.706, -1.612, -0.480], [0.335, 2.251, 4.013], [0.016, 1.224, 5.061], [0.540, 1.854, 6.328], [1.889, 2.632, 5.904], [2.984, 1.757, 6.089], [2.004, 3.932, 6.499], [1.692, 2.738, 4.323], [-0.323, 3.130, 4.038], [0.380, 1.834, 2.963], [0.548, 0.281, 4.821], [-1.061, 1.102, 5.256], [3.323, -1.070, 4.986], [4.792, -0.859, 4.686], [5.100, -2.043, 3.855], [3.906, -2.933, 3.550], [3.860, -4.052, 4.451], [3.870, -3.145, 2.152], [2.841, -1.889, 3.924], [2.758, -0.126, 4.964], [3.111, -1.615, 5.916], [5.505, -0.835, 5.494], [4.912, 0.005, 3.965]]
}


(2)
{
  "formula": "C3H3N3O2",
  "method": "ωB97M-V/def2-TZVPD",
  "gap_ev": 9.59,
  "multiplicity": 1,
  "smiles": "O=C1C=NNC=NO1",
  "energy_ev": -11720.5317,
  "e_above_lowest_kj_mol": 523.5,
  "species": ["O", "C", "C", "N", "N", "C", "N", "O", "H", "H", "H"],
  "coordinates": [[2.720, -0.333, 0.343], [1.504, -0.351, 0.005], [0.971, 1.005, -0.389], [-0.180, 1.387, -0.167], [-1.163, 0.535, 0.463], [-1.392, -0.778, 0.058], [-0.570, -1.743, -0.327], [0.857, -1.595, 0.013], [1.716, 1.873, -0.644], [-1.930, 1.109, 0.617], [-2.534, -1.109, 0.029]]
}


(3)
{
  "formula": "C5H17NO2",
  "method": "ωB97M-V/def2-TZVPD",
  "gap_ev": 8.56,
  "multiplicity": 1,
  "smiles": "CC(C)N(C)C.O.O",
  "energy_ev": -11044.7970,
  "e_above_lowest_kj_mol": 140.8,
  "species": ["C", "C", "C", "N", "C", "C", "H", "H", "H", "H", "H", "H", "H", "H", "H", "H", "H", "H", "H", "O", "H", "H", "O", "H", "H"],
  "coordinates": [[-1.644, -1.268, 0.008], [-0.345, -2.024, 0.352], [-0.072, -3.346, -0.392], [0.861, -1.094, 0.343], [0.736, -0.002, 1.339], [1.053, -0.415, -0.943], [-2.360, -1.905, -0.525], [-1.441, -0.405, -0.612], [-2.042, -0.959, 0.971], [-0.504, -2.294, 1.398], [0.650, -3.233, -1.182], [0.279, -4.085, 0.325], [-1.031, -3.643, -0.790], [0.819, -0.503, 2.315], [1.586, 0.689, 1.222], [-0.151, 0.646, 1.208], [1.613, -0.953, -1.695], [1.664, 0.485, -0.865], [0.179, -0.169, -1.577], [0.713, 3.790, -1.084], [1.204, 3.432, -1.811], [1.200, 4.526, -0.677], [-1.174, 2.769, 0.709], [-2.008, 3.182, 0.531], [-0.555, 3.218, 0.099]]
}


(4)
{
  "formula": "C5H10O2",
  "method": "ωB97M-V/def2-TZVPD",
  "gap_ev": 10.83,
  "multiplicity": 1,
  "smiles": "C[C@@H]1OC[C@H](C)O1",
  "energy_ev": -9441.6824,
  "e_above_lowest_kj_mol": 131.3,
  "species": ["C", "C", "O", "C", "C", "C", "O", "H", "H", "H", "H", "H", "H", "H", "H", "H", "H"],
  "coordinates": [[0.919, -0.134, 1.786], [1.216, 0.622, 0.497], [0.328, 1.693, 0.277], [-0.734, 1.215, -0.530], [-0.189, -0.074, -1.190], [-1.035, -1.322, -0.945], [1.119, -0.213, -0.632], [-0.123, -0.472, 1.808], [1.572, -1.010, 1.865], [1.093, 0.509, 2.652], [2.222, 1.055, 0.527], [-1.630, 1.015, 0.075], [-0.981, 1.995, -1.257], [-0.048, 0.063, -2.269], [-0.425, -2.209, -1.139], [-1.904, -1.361, -1.612], [-1.400, -1.372, 0.088]]
}


(5)
{
  "formula": "C23H16BrMgN8S3",
  "method": "ωB97M-V/def2-TZVPD",
  "gap_ev": 5.26,
  "multiplicity": 1,
  "energy_ev": -144029.8957,
  "total_charge": -1,
  "e_above_lowest_kj_mol": 2.0,
  "species": ["Mg", "N", "C", "S", "N", "N", "C", "C", "C", "C", "C", "C", "N", "H", "H", "H", "H", "H", "H", "H", "Br", "C", "C", "C", "C", "C", "C", "N", "C", "C", "C", "C", "C", "C", "N", "H", "H", "H", "H", "H", "H", "H", "H", "H", "S", "C", "C", "N", "C", "S", "C", "N"],
  "coordinates": [[-0.221, -0.943, 0.004], [-2.862, -2.390, 3.608], [-2.042, -1.792, 2.684], [-2.658, -1.614, 1.080], [-0.897, -1.375, 3.178], [-0.114, -0.748, 2.249], [0.998, -0.308, 2.689], [1.874, 0.425, 1.766], [3.126, 0.872, 2.171], [3.880, 1.616, 1.282], [3.350, 1.909, 0.035], [2.112, 1.389, -0.295], [1.385, 0.651, 0.542], [-3.590, -2.968, 3.230], [-2.389, -2.719, 4.437], [1.297, -0.467, 3.722], [3.500, 0.604, 3.149], [4.875, 1.945, 1.548], [3.907, 2.477, -0.695], [1.697, 1.525, -1.285], [-1.515, 6.343, 1.511], [-1.472, 4.610, 0.744], [-1.262, 4.478, -0.617], [-1.238, 3.205, -1.171], [-1.418, 2.096, -0.359], [-1.598, 2.234, 1.011], [-1.642, 3.504, 1.563], [-1.379, 0.771, -0.884], [-2.073, 0.500, -1.910], [-2.059, -0.874, -2.465], [-2.774, -1.190, -3.605], [-2.707, -2.501, -4.067], [-1.931, -3.407, -3.373], [-1.236, -2.994, -2.240], [-1.312, -1.749, -1.791], [-1.104, 5.349, -1.236], [-1.039, 3.077, -2.228], [-1.717, 1.351, 1.625], [-1.798, 3.631, 2.625], [-2.711, 1.240, -2.398], [-3.354, -0.434, -4.116], [-3.247, -2.798, -4.956], [-1.842, -4.435, -3.699], [-0.575, -3.640, -1.672], [1.734, -1.276, -2.122], [2.894, -1.749, -0.909], [4.238, -1.235, -1.033], [5.304, -0.813, -1.159], [2.586, -2.520, 0.175], [1.009, -3.208, 0.500], [3.608, -2.737, 1.173], [4.405, -2.919, 1.985]]
}


(6)
{
  "formula": "C3H2FHgO2",
  "method": "ωB97M-V/def2-TZVPD",
  "gap_ev": [7.94, 8.34],
  "multiplicity": 2,
  "energy_ev": -14105.6900,
  "total_charge": 2,
  "e_above_lowest_kj_mol": 116.6,
  "species": ["H", "F", "O", "C", "Hg", "O", "C", "C", "H"],
  "coordinates": [[0.703, 1.717, 2.352], [0.805, -1.667, -0.321], [-1.170, -0.853, -0.764], [-0.042, -0.686, -0.431], [-2.906, -2.588, -1.592], [0.709, 0.836, 1.915], [0.808, 0.834, -0.552], [0.471, 0.802, 0.702], [0.621, 1.605, -1.309]]
}


(7)
{
  "formula": "CH6Cl2Si2",
  "method": "ωB97M-V/def2-TZVPD",
  "gap_ev": [7.43, 6.49],
  "multiplicity": 1,
  "energy_ev": -41929.5132,
  "e_above_lowest_kj_mol": 677.5,
  "species": ["C", "Si", "Si", "Cl", "Cl", "H", "H", "H", "H", "H", "H"],
  "coordinates": [[0.753, 2.113, -0.283], [-0.310, -2.082, -0.267], [-1.210, -0.098, 0.555], [2.272, 1.742, 0.630], [1.068, 1.810, -1.973], [0.568, 3.109, -0.117], [0.992, -1.702, 0.203], [0.014, -2.776, -1.672], [-0.866, -3.204, 0.576], [-0.823, 0.321, 1.973], [-2.458, 0.765, 0.377]]
}


(8)
{
  "formula": "C4H15NO3",
  "method": "ωB97M-V/def2-TZVPD",
  "gap_ev": 8.21,
  "multiplicity": 1,
  "smiles": "C/C=C(/C)N.O.O.O",
  "energy_ev": -12022.7073,
  "e_above_lowest_kj_mol": 145.8,
  "species": ["C", "C", "C", "C", "N", "H", "H", "H", "H", "H", "H", "H", "H", "H", "O", "H", "H", "O", "H", "H", "O", "H", "H"],
  "coordinates": [[1.750, 0.906, 2.473], [1.627, 0.346, 1.090], [0.431, 0.364, 0.460], [0.042, -0.381, -0.785], [-0.684, 1.115, 0.830], [2.816, 1.008, 2.631], [1.341, 1.907, 2.605], [1.179, 0.358, 3.267], [2.469, -0.139, 0.627], [0.796, -0.324, -1.567], [-0.785, 0.110, -1.373], [-0.165, -1.423, -0.366], [-0.616, 1.652, 1.686], [-1.602, 0.732, 0.715], [1.286, 4.449, -3.786], [0.934, 3.642, -3.392], [2.220, 4.382, -3.549], [-2.651, -0.939, 1.811], [-2.924, -0.164, 2.315], [-2.501, -1.596, 2.502], [-1.900, -5.010, -2.728], [-2.060, -5.891, -3.086], [-1.005, -5.106, -2.380]]
}